[1]
The following is a DFT calculation (wB97M-V/def2-TZVPD) of the molecule C5H8N2.

Calculated values
Kohn-Sham gap (spin up / spin down)   7.47 / 7.33 eV
LUMO energy (spin up / spin down)   0.0 / 0.0 eV
HOMO energy (spin up / spin down)   -7.46 / -7.38 eV

Each line ends with the natural charge from an NBO analysis.
Element x y z (Å)
C  1.203  1.394  0.355  -0.42
C  0.310  -2.096  -0.483  -0.71
N  0.069  0.926  -0.460  -0.59
C  -0.620  -1.095  0.000  0.29
C  -1.571  -0.438  0.528  -0.36
C  -1.262  1.123  0.171  0.25
N  -1.905  2.128  0.299  -0.47
H  0.082  1.396  -1.367  0.39
H  -2.449  -0.713  1.089  0.26
H  1.175  2.473  0.522  0.21
H  1.169  0.887  1.320  0.20
H  2.135  1.132  -0.150  0.20
H  0.369  -2.092  -1.574  0.25
H  -0.018  -3.093  -0.165  0.25
H  1.314  -1.931  -0.084  0.24

=====

[2]
The following is a DFT calculation (wB97M-V/def2-TZVPD) of a structure of composition C33H26BCl3F5N4O2PRuS3Si.

Calculated values
Kohn-Sham gap (spin up / spin down)   5.73 / 6.42 eV
LUMO energy (spin up / spin down)   1.1 / 1.6 eV
HOMO energy (spin up / spin down)   -4.64 / -4.77 eV
Net charge   -1
⟨S²⟩   0.786
Multiplicity   2

Each line ends with the Mulliken charge.
Element x y z (Å)
Ru  0.215  0.139  0.155  0.74
F  1.357  -1.293  -6.803  -0.34
C  1.134  -0.561  -5.704  0.65
C  1.007  -1.173  -4.470  -0.19
F  1.099  -2.501  -4.380  -0.39
C  0.770  -0.412  -3.344  -1.34
F  0.621  -1.067  -2.178  -0.26
C  0.657  0.986  -3.374  1.76
S  0.379  1.961  -1.983  0.10
C  0.787  1.566  -4.642  0.00
F  0.678  2.893  -4.783  -0.38
C  1.019  0.816  -5.780  0.25
F  1.132  1.424  -6.968  -0.34
O  -2.710  -1.150  3.408  -0.79
C  -2.612  -0.924  2.202  -0.23
O  -1.545  -0.952  1.503  -0.13
C  -3.863  -0.639  1.401  0.38
C  -5.114  -0.876  1.960  -0.36
C  -6.259  -0.715  1.202  -0.60
C  -6.150  -0.313  -0.124  -0.66
C  -4.908  -0.054  -0.673  -0.83
C  -3.748  -0.209  0.088  0.32
P  -2.147  0.171  -0.749  1.39
C  -2.700  1.823  -1.356  0.83
C  -3.080  2.660  -0.302  -0.98
C  -3.484  3.963  -0.531  -0.77
C  -3.498  4.465  -1.825  -0.57
C  -3.091  3.658  -2.873  -0.90
C  -2.689  2.350  -2.642  0.23
C  -2.312  -1.115  -2.043  0.89
C  -2.205  -0.953  -3.420  0.23
C  -2.341  -2.043  -4.270  -0.85
C  -2.566  -3.309  -3.757  -0.66
C  -2.613  -3.490  -2.381  -0.71
C  -2.480  -2.407  -1.533  -0.77
H  -5.152  -1.199  2.991  0.51
H  -7.234  -0.904  1.634  0.38
H  -7.038  -0.200  -0.733  0.42
H  -4.829  0.269  -1.705  0.33
H  -3.047  2.282  0.715  0.41
H  -3.779  4.587  0.302  0.43
H  -3.814  5.483  -2.017  0.36
H  -3.065  4.044  -3.884  0.44
H  -2.354  1.766  -3.482  0.31
H  -1.999  0.013  -3.851  0.16
H  -2.257  -1.891  -5.339  0.49
H  -2.690  -4.151  -4.426  0.36
H  -2.748  -4.482  -1.970  0.45
H  -2.488  -2.553  -0.458  0.37
C  3.775  3.453  -0.576  -0.69
N  4.310  2.396  0.252  0.48
C  5.270  2.514  1.228  -0.60
C  5.500  1.266  1.705  -0.33
N  4.689  0.387  1.037  0.50
B  4.571  -1.147  1.293  -0.09
N  3.469  -1.311  2.386  0.44
C  3.716  -1.144  3.722  -0.42
C  2.573  -1.382  4.404  -0.50
N  1.616  -1.698  3.476  0.42
C  0.274  -2.143  3.778  -0.85
C  2.169  -1.623  2.239  -0.41
S  1.336  -2.027  0.784  -0.45
C  3.957  1.090  0.159  -1.06
S  2.845  0.482  -0.979  -0.05
H  4.356  4.358  -0.411  0.29
H  2.730  3.641  -0.336  0.13
H  3.833  3.157  -1.622  0.30
H  5.688  3.465  1.502  0.43
H  6.189  0.933  2.460  0.45
H  4.241  -1.701  0.295  -0.08
H  5.615  -1.526  1.758  -0.19
H  4.694  -0.880  4.082  0.43
H  2.348  -1.330  5.454  0.42
H  0.138  -2.158  4.857  0.27
H  0.115  -3.142  3.371  0.29
H  -0.464  -1.484  3.336  0.27
Cl  0.483  3.910  1.154  -0.37
Si  0.522  1.889  1.803  0.49
Cl  2.293  1.940  2.995  -0.32
Cl  -0.950  1.986  3.294  -0.34

=====

[3]
The following is a DFT calculation (wB97M-V/def2-TZVPD) of the molecule BrHN4.

Calculated values
Kohn-Sham gap (spin up / spin down)   7.87 / 7.87 eV
LUMO energy (spin up / spin down)   -0.6 / -0.6 eV
SMILES   [H]/N=N/N=N/Br
HOMO energy (spin up / spin down)   -8.44 / -8.44 eV

Each line ends with the natural charge from an NBO analysis.
Element x y z (Å)
N  -1.891  -0.153  0.482  -0.36
N  -0.734  -0.045  0.155  0.24
N  0.361  0.299  -0.023  0.10
N  1.550  -0.478  -0.256  -0.52
Br  3.164  0.315  -0.111  0.21
H  -2.450  0.062  -0.246  0.34

=====

[4]
The following is a DFT calculation (wB97M-V/def2-TZVPD) of a structure of composition C43H36Cl2F9N2OPReTe.

Calculated values
Kohn-Sham gap (spin up / spin down)   6.25 / 6.31 eV
LUMO energy (spin up / spin down)   -0.5 / -0.9 eV
HOMO energy (spin up / spin down)   -6.74 / -7.17 eV
⟨S²⟩   0.759
Multiplicity   2

Each line ends with the Mulliken charge.
Element x y z (Å)
Re  0.252  0.399  -1.152  1.49
Cl  -3.028  4.096  -2.089  -0.23
C  -1.394  3.749  -2.592  0.31
C  -0.626  4.887  -3.024  -0.73
C  0.682  5.090  -2.768  -0.07
Cl  1.451  6.543  -3.337  -0.23
C  1.471  4.219  -1.911  0.22
C  2.328  4.694  -0.909  -0.46
C  2.737  3.846  0.100  -1.20
C  2.248  2.545  0.139  0.06
N  1.490  2.069  -0.843  0.24
C  1.202  2.861  -1.895  -0.35
C  -0.946  2.474  -2.431  -0.22
O  -1.506  1.520  -1.768  -0.87
H  -1.169  5.680  -3.526  0.51
H  2.612  5.738  -0.904  0.44
H  3.372  4.200  0.899  0.51
H  2.446  1.877  0.966  0.27
C  0.541  3.127  -5.202  -1.79
C  0.839  1.954  -4.269  0.99
C  2.339  1.680  -4.254  -1.39
C  0.085  0.722  -4.763  -1.51
N  0.416  2.136  -2.834  1.85
H  0.780  2.809  -6.218  0.59
H  1.147  4.003  -4.980  0.26
H  -0.512  3.406  -5.179  0.30
H  2.662  1.421  -5.262  0.50
H  2.576  0.844  -3.595  0.02
H  2.904  2.560  -3.939  0.33
H  0.266  0.581  -5.829  0.61
H  -0.991  0.831  -4.611  0.35
H  0.437  -0.166  -4.237  0.13
C  -1.799  -6.427  -0.460  -1.87
C  -0.892  -5.253  -0.712  0.75
C  -1.371  -4.085  -1.284  -0.76
C  -0.541  -2.991  -1.512  1.31
C  -1.148  -1.726  -2.055  -1.64
C  0.817  -3.077  -1.197  0.05
Te  2.084  -1.430  -1.668  -0.13
C  1.322  -4.248  -0.618  1.36
C  2.773  -4.374  -0.249  -1.71
C  0.455  -5.307  -0.370  -1.29
H  -2.844  -6.157  -0.605  0.34
H  -1.682  -6.805  0.558  0.39
H  -1.571  -7.251  -1.139  0.46
H  -2.424  -4.009  -1.537  0.31
H  -2.219  -1.833  -2.232  0.38
H  -0.692  -1.414  -2.990  0.23
H  -1.162  -0.932  -1.249  0.03
H  3.075  -3.575  0.432  0.27
H  3.410  -4.296  -1.133  0.34
H  2.969  -5.332  0.231  0.40
H  0.847  -6.204  0.099  0.36
F  3.068  -2.983  6.206  -0.29
C  3.603  -2.794  4.989  0.77
F  4.725  -2.069  5.153  -0.27
F  3.986  -4.003  4.533  -0.25
C  2.646  -2.128  4.040  0.38
C  1.284  -2.113  4.306  -1.02
C  0.416  -1.531  3.397  -0.14
C  0.893  -0.970  2.213  -0.37
C  2.263  -0.983  1.968  -0.21
C  3.138  -1.561  2.875  -1.32
P  -0.231  -0.121  1.033  2.75
C  -1.809  -0.992  1.371  -0.60
C  -1.818  -2.386  1.354  -0.37
C  -3.005  -3.084  1.474  -1.16
C  -4.201  -2.392  1.604  0.33
C  -4.211  -1.006  1.623  -1.22
C  -3.016  -0.310  1.503  -0.49
C  -5.475  -3.173  1.750  0.86
F  -5.535  -4.194  0.873  -0.26
F  -6.567  -2.417  1.556  -0.29
F  -5.586  -3.717  2.979  -0.27
C  -0.420  1.522  1.861  0.15
C  -1.145  2.511  1.184  -0.28
C  -1.157  3.816  1.639  -1.48
C  -0.436  4.154  2.779  0.12
C  0.266  3.186  3.475  -1.25
C  0.271  1.873  3.015  -0.27
C  -0.441  5.585  3.237  0.83
F  -1.652  5.960  3.688  -0.26
F  -0.127  6.424  2.229  -0.25
F  0.438  5.811  4.227  -0.29
H  0.905  -2.549  5.220  0.48
H  -0.644  -1.517  3.619  0.58
H  2.644  -0.566  1.046  0.29
H  4.202  -1.573  2.672  0.45
H  -0.891  -2.935  1.238  0.82
H  -3.001  -4.166  1.452  0.42
H  -5.144  -0.470  1.722  0.48
H  -3.035  0.771  1.518  0.45
H  -1.677  2.266  0.272  0.56
H  -1.710  4.572  1.096  0.49
H  0.820  3.452  4.364  0.49
H  0.843  1.133  3.559  0.40

=====

[5]
The following is a DFT calculation (wB97M-V/def2-TZVPD) of a cluster of 4 separate species, C3H15NO4 in total.

Calculated values
Kohn-Sham gap   10.65 eV
LUMO energy   0.8 eV
SMILES   CNCCO.O.O.O
HOMO energy   -9.89 eV

Each line ends with the natural charge from an NBO analysis.
Element x y z (Å)
C  -0.247  1.479  -1.832  -0.42
N  -0.061  1.733  -0.393  -0.66
C  -0.915  0.821  0.387  -0.26
C  -0.253  0.488  1.723  -0.07
O  0.997  -0.194  1.578  -0.75
H  -1.270  1.249  -2.145  0.18
H  0.343  0.597  -2.078  0.21
H  0.073  2.347  -2.402  0.20
H  -0.427  2.676  -0.290  0.36
H  -1.915  1.125  0.601  0.20
H  -0.908  -0.127  -0.153  0.21
H  -0.095  1.414  2.284  0.16
H  -0.888  -0.206  2.275  0.18
H  1.423  0.299  0.860  0.49
H  1.852  1.779  -0.226  0.49
H  3.430  1.484  -0.093  0.47
O  2.622  1.287  -0.570  -0.98
H  0.870  -3.523  -0.027  0.48
H  0.693  -2.173  0.788  0.50
O  0.279  -2.790  0.169  -0.99
H  -1.674  -2.168  -1.061  0.48
H  -2.733  -2.691  -0.132  0.47
O  -2.627  -2.132  -0.909  -0.95

=====

Energy above the lowest of the compared OMol25 structures with the same formula, charge and spin values (in kJ/mol) by entry order: 498.2 341.3 0.0 164.9 85.0.